Record 1
This record from the Open Molecules 2025 dataset describes a structure of composition C23H23F6HfIN6OP at a distorted geometry. The level of theory is ωB97M-V with the def2-TZVPD basis set.

Atoms and positions in Å:
Hf (-0.45, -1.23, 0.27)
I (2.79, -1.95, -1.63)
C (1.57, -3.58, -1.88)
C (1.84, -4.25, -2.99)
C (1.20, -5.49, -3.33)
C (0.40, -6.07, -2.42)
C (0.13, -5.42, -1.14)
C (-0.80, -5.90, -0.24)
C (-1.01, -5.23, 1.00)
C (-0.47, -3.97, 1.26)
C (0.24, -3.26, 0.27)
C (0.66, -4.06, -0.86)
H (2.48, -3.77, -3.69)
H (1.53, -5.83, -4.31)
H (-0.05, -7.02, -2.63)
H (-1.29, -6.87, -0.33)
H (-1.63, -5.66, 1.75)
H (-0.80, -3.56, 2.25)
N (-5.16, 2.24, -3.58)
C (-4.26, 1.54, -3.28)
C (-3.34, 0.55, -2.93)
C (-3.81, -0.39, -1.98)
C (-2.92, -1.25, -1.41)
N (-1.57, -1.06, -1.61)
C (-1.16, -0.24, -2.62)
C (-2.02, 0.61, -3.32)
H (-4.83, -0.35, -1.68)
H (-3.23, -1.96, -0.65)
H (-0.07, -0.26, -2.86)
H (-1.61, 1.36, -3.97)
C (3.26, 4.34, 1.38)
C (3.25, 3.40, 0.18)
N (2.01, 2.65, 0.07)
C (0.90, 3.06, 0.73)
N (-0.38, 2.36, 0.64)
C (-1.59, 3.17, 0.64)
C (-1.73, 4.13, 1.80)
C (-0.35, 4.84, 2.01)
N (0.88, 4.24, 1.41)
C (2.03, 5.18, 1.35)
H (4.16, 4.93, 1.28)
H (3.35, 3.75, 2.34)
H (4.03, 2.66, 0.22)
H (3.42, 3.95, -0.78)
H (2.02, 1.64, -0.19)
H (-2.52, 2.56, 0.56)
H (-1.58, 3.75, -0.28)
H (-2.01, 3.65, 2.79)
H (-2.49, 4.89, 1.56)
H (-0.11, 4.95, 3.08)
H (-0.51, 5.81, 1.55)
H (2.04, 5.83, 2.22)
H (2.00, 5.83, 0.45)
O (0.79, 0.47, 0.33)
N (-0.41, 1.12, 0.30)
F (0.39, -0.98, 2.56)
P (1.57, -1.62, 3.61)
F (1.81, -0.23, 4.26)
F (0.46, -2.57, 4.16)
F (-2.09, -1.11, 1.34)
F (2.66, -2.25, 4.59)
F (2.39, -2.06, 2.36)

Summary:
Calculated total energy = -2578.871265 Ha
Highest occupied orbital energy (spin up / spin down) = -20.005 / -20.303 eV
Relative energy (zero: lowest compared OMol25 entry of this formula, charge and spin) = 0.00 kJ/mol
Net charge = +4
Multiplicity = 2
Orbital gap (spin up / spin down) = 5.490 / 5.611 eV

=====

Record 2
This record from the Open Molecules 2025 dataset describes a structure of composition C23H23I2IrN6O3S. The level of theory is ωB97M-V with the def2-TZVPD basis set.

Atoms and positions in Å:
Ir (-1.02, -1.38, 0.43)
C (1.50, 0.55, 3.69)
C (1.46, 0.50, 2.22)
N (-0.74, -0.08, 1.94)
N (-1.91, 0.79, 2.15)
C (-3.06, -0.04, 2.29)
N (-3.96, 0.43, 3.14)
S (-3.25, -1.47, 1.45)
C (2.51, 0.09, 1.34)
C (3.83, -0.10, 1.80)
C (4.81, -0.50, 0.91)
C (4.47, -0.70, -0.42)
C (3.15, -0.48, -0.79)
N (2.19, -0.11, 0.04)
H (1.32, 1.57, 4.05)
H (2.45, 0.21, 4.10)
H (0.71, -0.08, 4.11)
H (-3.68, 1.16, 3.78)
H (-4.82, -0.07, 3.30)
H (4.09, 0.09, 2.83)
H (5.82, -0.64, 1.25)
H (5.20, -1.01, -1.15)
H (2.85, -0.62, -1.83)
I (-2.62, 4.00, -5.56)
C (-2.49, 2.99, -3.75)
C (-3.41, 3.26, -2.75)
C (-3.31, 2.60, -1.52)
I (-4.84, 2.81, -0.15)
C (-2.25, 1.73, -1.31)
O (-2.04, 1.07, -0.13)
C (-1.37, 1.39, -2.34)
C (-0.36, 0.29, -2.17)
N (-1.03, -1.01, -1.83)
C (-0.40, -2.19, -2.46)
C (0.61, -2.88, -1.58)
C (1.72, -3.51, -2.11)
C (2.57, -4.19, -1.26)
C (2.30, -4.22, 0.09)
C (1.18, -3.56, 0.55)
N (0.35, -2.91, -0.27)
C (-1.51, 2.04, -3.57)
H (-4.22, 3.95, -2.91)
H (0.38, 0.50, -1.39)
H (0.16, 0.17, -3.12)
H (-1.99, -0.96, -2.15)
H (0.06, -1.92, -3.42)
H (-1.20, -2.90, -2.68)
H (1.90, -3.47, -3.18)
H (3.45, -4.69, -1.65)
H (2.94, -4.74, 0.79)
H (0.91, -3.54, 1.60)
H (-0.83, 1.79, -4.37)
C (-1.31, 3.52, 2.33)
O (-1.80, 2.96, 1.11)
C (-2.17, 1.67, 1.08)
O (0.30, 0.87, 1.60)
H (-2.16, 3.81, 2.96)
H (-0.74, 4.39, 2.04)
H (-0.68, 2.80, 2.85)

Summary:
Calculated total energy = -2541.957681 Ha
Highest occupied orbital energy (spin up / spin down) = -9.329 / -10.915 eV
Relative energy (zero: lowest compared OMol25 entry of this formula, charge and spin) = 363.72 kJ/mol
Net charge = +1
Multiplicity = 6
Orbital gap (spin up / spin down) = 6.880 / 7.759 eV

=====

Record 3
This record from the Open Molecules 2025 dataset describes the molecule C23H23N3O5 at a distorted geometry. The level of theory is ωB97M-V with the def2-TZVPD basis set.

Atoms and positions in Å:
C (-2.56, -4.53, 2.41)
O (-1.17, -4.31, 2.02)
C (-0.74, -3.00, 1.89)
C (0.63, -2.82, 1.59)
C (1.17, -1.56, 1.35)
C (0.34, -0.43, 1.27)
C (0.97, 0.98, 0.97)
C (0.89, 1.43, -0.58)
C (-0.61, 1.51, -1.03)
C (-1.24, 2.76, -0.80)
C (-2.63, 2.86, -0.85)
C (-3.38, 1.73, -1.29)
N (-4.80, 1.79, -1.31)
O (-5.44, 0.78, -1.69)
O (-5.40, 2.81, -0.88)
C (-2.73, 0.62, -1.84)
C (-1.32, 0.55, -1.81)
C (1.78, 0.56, -1.59)
C (1.47, -0.81, -1.67)
C (2.35, -1.72, -2.24)
C (3.45, -1.24, -2.98)
N (4.37, -2.18, -3.57)
O (5.34, -1.78, -4.26)
O (4.20, -3.39, -3.29)
C (3.64, 0.15, -3.14)
C (2.78, 1.06, -2.50)
N (0.56, 1.92, 1.98)
C (1.28, 3.19, 2.01)
C (-0.12, 1.63, 3.26)
C (-1.03, -0.60, 1.53)
C (-1.60, -1.86, 1.81)
H (-2.71, -5.61, 2.52)
H (-2.76, -4.02, 3.36)
H (-3.20, -4.14, 1.61)
H (1.24, -3.74, 1.56)
H (2.25, -1.50, 1.27)
H (2.12, 0.94, 1.02)
H (1.29, 2.48, -0.76)
H (-0.68, 3.69, -0.59)
H (-3.15, 3.78, -0.62)
H (-3.31, -0.14, -2.35)
H (-0.86, -0.23, -2.44)
H (0.53, -1.18, -1.20)
H (2.19, -2.79, -2.13)
H (4.48, 0.49, -3.76)
H (2.95, 2.13, -2.69)
H (0.94, 3.75, 2.88)
H (2.36, 3.03, 2.13)
H (1.09, 3.76, 1.07)
H (0.14, 2.48, 3.91)
H (-1.22, 1.66, 3.16)
H (0.19, 0.72, 3.80)
H (-1.69, 0.29, 1.54)
H (-2.66, -1.95, 1.95)

Summary:
Calculated total energy = -1430.427120 Ha
Highest occupied orbital energy = -8.472 eV
SMILES string = COc1ccc([C@@H](C(c2ccc([N+](=O)[O-])cc2)c2ccc([N+](=O)[O-])cc2)N(C)C)cc1
Relative energy (zero: lowest compared OMol25 entry of this formula, charge and spin) = 1126.35 kJ/mol
Orbital gap = 7.429 eV

=====

Record 4
This record from the Open Molecules 2025 dataset describes a structure of composition C23H23N4O6Se3TeTi at a distorted geometry. The level of theory is ωB97M-V with the def2-TZVPD basis set.

Atoms and positions in Å:
Ti (-0.76, -0.85, 1.06)
C (-1.54, -2.89, 4.97)
O (-0.19, -3.31, 4.81)
C (0.74, -2.33, 4.59)
C (1.89, -2.36, 5.35)
C (2.91, -1.43, 5.17)
C (2.77, -0.44, 4.23)
C (1.62, -0.38, 3.43)
C (1.42, 0.70, 2.52)
N (0.41, 0.73, 1.72)
N (0.14, 1.89, 1.07)
C (-1.02, 1.79, 0.47)
O (-1.74, 0.74, 0.58)
C (-1.48, 2.95, -0.32)
C (-2.78, 2.98, -0.82)
C (-3.18, 4.04, -1.62)
C (-2.29, 5.05, -1.93)
C (-1.00, 5.02, -1.43)
C (-0.60, 3.98, -0.62)
C (0.59, -1.35, 3.57)
O (-0.45, -1.35, 2.78)
H (-1.99, -3.59, 5.68)
H (-2.10, -2.94, 4.03)
H (-1.59, -1.87, 5.36)
H (1.99, -3.15, 6.08)
H (3.80, -1.47, 5.78)
H (3.54, 0.29, 4.07)
H (2.08, 1.57, 2.57)
H (-3.46, 2.17, -0.59)
H (-4.19, 4.07, -2.00)
H (-2.59, 5.86, -2.59)
H (-0.30, 5.82, -1.67)
H (0.40, 3.92, -0.22)
Se (-3.18, -1.50, 1.89)
Se (-2.25, -3.13, 0.58)
Te (-0.30, -4.28, 1.71)
Se (1.37, -2.65, 0.81)
C (-0.27, 1.83, -3.42)
C (1.06, 1.08, -3.41)
C (0.92, -0.40, -2.98)
C (2.26, -1.13, -3.23)
C (2.19, -2.62, -2.93)
C (-0.16, -1.03, -3.84)
O (-0.04, -1.22, -5.03)
N (-1.32, -1.33, -3.20)
C (-1.58, -1.19, -1.83)
O (-2.72, -1.36, -1.44)
N (-0.56, -0.90, -1.01)
C (0.63, -0.44, -1.48)
O (1.46, -0.03, -0.68)
H (-0.11, 2.89, -3.60)
H (-0.78, 1.72, -2.47)
H (-0.92, 1.44, -4.21)
H (1.75, 1.56, -2.71)
H (1.50, 1.11, -4.41)
H (3.02, -0.67, -2.61)
H (2.52, -0.98, -4.28)
H (2.05, -2.79, -1.86)
H (3.12, -3.10, -3.23)
H (1.37, -3.09, -3.47)
H (-2.09, -1.71, -3.73)

Summary:
Calculated total energy = -9882.810235 Ha
Highest occupied orbital energy = -3.970 eV
Relative energy (zero: lowest compared OMol25 entry of this formula, charge and spin) = 125.40 kJ/mol
Net charge = -1
Orbital gap = 6.017 eV